{"formula": "C2H3Cl2N", "method": "ωB97M-V with the def2-TZVPD basis set", "homo_energy_ev": -10.35, "de_lowest_kcal_mol": 24.5, "multiplicity": 1, "lumo_energy_ev": -1.02, "charge": 0, "orbital_gap_ev": 9.329, "energy_ev": -28655.8745, "symbols": ["C", "H", "Cl", "N", "H", "C", "H", "Cl"], "coordinates": [[0.4220, -0.0906, 0.2251], [-1.0623, 0.2257, -1.2543], [-1.8556, -1.4667, 0.2799], [0.9146, -0.6405, 1.1776], [1.6221, -0.1929, 1.8209], [-0.6284, -0.5595, -0.6719], [-0.3679, -1.2224, -1.4840], [1.6531, 1.7138, -0.6608]], "forces_ev_per_angstrom": [[2.422, 0.241, -0.548], [-0.622, 0.868, 0.340], [0.095, 0.406, -0.300], [0.798, 1.550, 1.494], [-0.863, -0.736, -1.298], [-1.337, -0.062, -0.781], [1.113, -0.421, 0.247], [-1.606, -1.846, 0.848]]}


{"formula": "C3H8NO2", "method": "ωB97M-V with the def2-TZVPD basis set", "homo_energy_ev": -15.76, "de_lowest_kcal_mol": 50.8, "multiplicity": 1, "lumo_energy_ev": -4.11, "charge": 1, "smiles": "C[NH2+]CC(=O)O", "orbital_gap_ev": 11.647, "energy_ev": -8817.7481, "symbols": ["H", "H", "N", "C", "H", "C", "H", "H", "C", "O", "H", "H", "H", "O"], "coordinates": [[0.3657, 1.0111, 1.7331], [-0.9765, 1.0225, -0.9969], [-0.1778, 0.4958, 0.9541], [0.7237, -0.7747, 0.6878], [0.0520, -1.0468, -2.4487], [-0.3874, 1.4616, -0.1736], [1.8070, -0.5518, 0.6524], [-1.0404, -0.0435, 1.2692], [0.0010, -1.4591, -0.6027], [-1.2283, -1.5685, -0.5077], [0.7157, 1.7540, -0.5337], [-0.9847, 2.3626, 0.1619], [0.3904, -1.3907, 1.5839], [0.7396, -1.2726, -1.7793]], "forces_ev_per_angstrom": [[-1.698, -1.033, -1.107], [0.523, -0.135, 0.509], [1.281, -1.022, 0.915], [-1.712, -1.372, 0.019], [0.554, -0.683, 0.025], [1.455, 1.274, -0.829], [-0.817, -0.023, -0.180], [0.772, 1.701, -0.232], [-1.295, 3.127, -0.073], [3.554, -0.428, -0.602], [-2.691, -0.448, 0.670], [1.004, -1.051, -0.055], [1.160, 0.442, -1.122], [-2.089, -0.349, 2.063]]}


{"formula": "C16H15ClCo", "method": "ωB97M-V with the def2-TZVPD basis set", "homo_energy_ev": [0.40, 0.33], "multiplicity": 4, "lumo_energy_ev": [5.66, 5.65], "charge": -2, "orbital_gap_ev": [5.250, 5.316], "s2": 3.773, "energy_ev": -66981.7633, "symbols": ["C", "C", "H", "C", "C", "H", "C", "C", "C", "C", "C", "H", "C", "Cl", "H", "H", "H", "H", "H", "C", "Co", "C", "H", "H", "C", "H", "H", "C", "C", "H", "C", "H", "H"], "coordinates": [[-0.3136, 1.3409, 4.1195], [2.3577, -0.2944, -0.5315], [-2.6593, 0.5582, 0.1968], [0.8025, 1.2550, 1.9177], [-2.1151, 0.0789, -0.6101], [2.4246, -2.3968, -1.3287], [2.2215, -1.3424, -1.5003], [-1.6685, 0.7209, -1.8137], [-1.2340, 0.4006, 3.6687], [-1.2740, -0.2612, -2.7294], [2.0682, 0.9425, -1.1791], [-1.7029, 1.7903, -1.9973], [-1.1183, -0.1396, 2.3856], [0.3587, -2.7826, 0.3924], [-0.3841, 1.7541, 5.1337], [-1.2245, -2.4925, -2.6322], [-2.0493, 0.0670, 4.2978], [-1.8146, -0.9010, 2.0535], [-0.9769, -0.0697, -3.7558], [0.6956, 1.7649, 3.2432], [-0.3559, -0.8407, -0.0838], [1.7882, -0.7542, -2.7158], [1.5662, 1.6175, 1.2250], [2.1005, 1.9287, -0.7213], [-2.0618, -1.3773, -0.8552], [-2.5472, -2.1404, -0.2545], [1.5459, -1.2958, -3.6283], [-1.4172, -1.5384, -2.1501], [-0.1104, 0.2902, 1.5336], [1.3342, 1.3837, -3.2435], [1.6903, 0.6583, -2.5157], [2.6538, -0.4328, 0.5109], [1.4198, 2.5081, 3.5679]], "forces_ev_per_angstrom": [[0.345, 0.309, -0.202], [0.133, -0.195, -0.630], [0.254, -0.080, -0.055], [-0.583, 0.491, 1.963], [-1.573, -1.029, -1.548], [-0.229, 0.314, -0.019], [0.167, 0.976, -0.290], [-0.603, -0.332, 0.530], [-0.184, -0.428, -0.284], [-0.307, -0.286, -0.032], [-0.094, -0.563, -0.431], [0.291, -0.140, 0.130], [0.364, 0.977, 1.424], [0.430, -2.660, 1.115], [0.042, -0.126, -0.379], [0.155, 0.217, 0.184], [-0.074, 0.007, 0.308], [-0.179, -0.072, 0.069], [0.388, -0.038, 0.322], [0.216, -0.106, -0.771], [2.705, 1.731, -0.110], [0.635, 0.511, 0.475], [-0.209, -0.164, 0.373], [-0.102, -0.138, -0.112], [-1.249, 1.271, -1.397], [0.314, 0.036, -0.083], [-0.027, 0.109, 0.139], [-1.562, 0.313, 0.415], [0.059, -0.451, -1.210], [0.015, -0.084, 0.099], [0.587, -0.491, 0.209], [-0.100, 0.057, -0.367], [-0.025, 0.062, 0.164]]}


{"formula": "C43H56F6NO7P2RbSb", "method": "ωB97M-V with the def2-TZVPD basis set", "homo_energy_ev": [-0.54, -3.47], "de_lowest_kcal_mol": 0.0, "multiplicity": 2, "lumo_energy_ev": [3.65, 3.65], "charge": -2, "orbital_gap_ev": [4.187, 7.124], "s2": 0.775, "energy_ev": -103407.9172, "symbols": ["H", "C", "H", "C", "C", "C", "C", "H", "H", "H", "H", "H", "H", "C", "C", "C", "H", "O", "C", "C", "H", "H", "F", "H", "C", "H", "C", "H", "H", "C", "H", "C", "H", "H", "H", "O", "C", "H", "O", "H", "H", "H", "C", "H", "C", "C", "C", "C", "H", "H", "C", "H", "H", "H", "C", "H", "C", "C", "H", "C", "O", "H", "H", "C", "H", "C", "C", "Rb", "P", "H", "C", "H", "H", "C", "H", "C", "H", "C", "C", "H", "P", "C", "H", "F", "H", "C", "F", "C", "C", "N", "H", "H", "O", "H", "H", "H", "C", "H", "C", "F", "H", "H", "O", "C", "H", "H", "F", "C", "C", "H", "H", "C", "Sb", "O", "F", "H", "H"], "coordinates": [[3.3453, 4.5154, 5.5494], [1.0285, 2.1734, 3.4622], [-4.5242, -1.9568, -2.2150], [-1.8152, 3.0713, 1.1348], [1.3502, 4.3683, 4.7030], [-0.2058, 2.6039, -3.3405], [-0.4062, -0.8643, 3.6950], [4.3897, 2.8353, 4.0706], [2.3554, -0.5407, 2.5813], [3.2566, -4.2339, -0.0336], [2.3725, -2.6927, 4.5628], [-0.9446, -4.1490, -4.8390], [-1.6152, 2.2606, 4.1923], [4.3796, -2.0017, 0.0101], [-3.4236, 3.0628, 3.3219], [-4.4771, 0.8958, -1.8164], [5.3586, -3.2785, -1.4568], [0.3681, -1.5166, -2.1974], [2.9059, -4.4305, -1.0457], [1.4086, -4.6888, -1.0044], [0.6461, 1.7266, 4.3871], [2.8382, 1.0800, 3.9566], [6.4681, 0.4548, -5.9627], [0.7412, -3.0579, 2.0572], [4.4959, -2.5951, -1.4317], [2.8827, -4.5460, -3.5125], [2.7082, 3.7594, 5.0842], [-2.0427, 0.9940, 1.4995], [0.6919, -2.8809, -0.8413], [-3.7205, -2.4461, -2.7572], [1.4705, 5.4326, 4.4823], [-4.1694, -0.3685, 0.1890], [-0.4841, -0.7817, 1.5227], [2.8429, 1.7263, 2.3263], [-3.5544, -1.0231, 0.7994], [0.9516, -3.0350, -3.8023], [-0.6443, 1.6670, -2.4158], [-1.1173, -1.6814, 3.5390], [4.1082, -0.7748, 0.0740], [1.0019, -4.8110, -2.0160], [-5.7543, -0.2665, 1.6334], [-2.6235, -0.2047, -4.4189], [-5.7054, 1.3409, -1.3432], [-2.7699, 1.0553, 3.6679], [-1.5333, 0.6614, -2.7861], [-1.7257, -3.6863, -4.2509], [2.2174, -2.5251, -3.8060], [-1.9647, 0.5990, -4.1082], [4.2033, -3.3617, -3.7729], [3.4140, -5.3449, -1.4068], [-3.0289, -4.0851, -4.3902], [4.6862, -1.7800, -2.1299], [0.5108, 3.3597, -3.0424], [1.2427, -5.6296, -0.4706], [-2.3130, 2.0079, 3.3904], [-4.0834, 2.9509, 4.1865], [2.5629, 1.9495, 3.3571], [-6.1759, 0.9215, -0.1061], [-4.1212, 1.2376, -2.7803], [0.6900, -1.3446, 4.6444], [2.4568, -1.3718, -4.0326], [1.0978, 4.1137, 2.5536], [-3.2744, -4.8678, -5.1004], [3.2316, -3.5326, -3.3082], [-0.2726, 3.2424, -5.3891], [0.7225, 3.6774, 3.4826], [-1.5240, 1.5334, -5.0369], [2.8245, -0.0642, -1.9107], [-1.9932, -0.5801, -1.5064], [2.4810, -2.9951, 2.2395], [-0.0295, -2.3158, -3.0648], [-4.5660, 1.8823, 1.9479], [0.8173, -3.4784, 4.3616], [0.1799, -0.4355, 2.3260], [-0.2566, 1.6834, -1.4021], [-5.4026, 0.0601, 0.6614], [-1.8468, 1.4582, -6.0688], [-0.6439, 2.5368, -4.6562], [-4.0497, -3.4890, -3.6276], [-6.2973, 2.0210, -1.9452], [0.1929, 1.3594, 2.0417], [1.3934, -2.5889, 4.0868], [3.4408, 3.9120, 3.0664], [5.7984, 1.0921, -3.3947], [1.8022, -1.0251, 1.0195], [1.5514, -2.5222, 2.5563], [3.7852, 0.1181, -6.4356], [-2.4226, -2.0024, -2.5864], [-1.3621, -2.6662, -3.3172], [3.2651, -3.2774, -1.8627], [2.5688, 2.9673, 5.8276], [0.2673, -1.5543, 5.6317], [0.6965, -3.6909, -0.3013], [-5.0796, -3.8062, -3.7323], [-0.3526, 3.8556, 3.4966], [-1.2381, 2.9680, 0.2186], [-3.3047, 3.2323, 0.8093], [-0.9701, -0.0570, 4.1641], [3.3690, 3.1549, 3.8528], [5.0997, -1.1572, -4.4897], [-5.0870, 3.5544, 2.0187], [1.4163, -0.5380, 4.7852], [0.8269, 1.7371, 0.7443], [-3.6875, 0.0321, -1.0592], [-1.4389, 3.9693, 1.6291], [-3.5640, 2.5762, -0.0246], [4.8921, 2.4511, -5.6115], [-1.5895, 1.8427, 2.0295], [1.5542, -1.0755, 2.0742], [-7.1337, 1.2706, 0.2612], [-3.4837, 4.2571, 0.4717], [-4.2029, 2.9124, 2.0190], [4.8491, 0.6565, -4.9786], [4.5667, -2.7906, 0.9566], [3.3116, 1.2534, -4.0046], [-2.9979, 4.0702, 3.3819], [0.6629, 4.3030, 5.5520]], "forces_ev_per_angstrom": [[-0.001, -0.005, 0.012], [0.024, 0.091, -0.077], [0.054, -0.040, -0.027], [-0.014, -0.030, -0.011], [-0.005, -0.014, -0.002], [0.004, -0.009, -0.027], [0.031, -0.014, -0.006], [0.009, 0.007, -0.017], [0.059, 0.056, 0.000], [0.005, -0.024, 0.005], [0.005, 0.007, -0.002], [0.006, -0.011, 0.008], [0.007, -0.010, 0.015], [0.118, 0.019, 0.076], [-0.015, 0.023, -0.023], [-0.034, -0.022, -0.015], [0.000, -0.017, -0.046], [0.117, 0.075, 0.194], [0.012, 0.004, -0.056], [-0.028, 0.020, 0.006], [0.009, -0.014, 0.014], [-0.006, -0.031, -0.017], [-0.071, -0.033, -0.004], [0.003, 0.016, 0.019], [0.012, -0.076, 0.162], [0.032, -0.013, -0.011], [0.003, 0.005, -0.017], [0.000, 0.022, -0.027], [0.000, 0.018, 0.032], [-0.094, 0.040, 0.002], [-0.007, 0.005, 0.002], [-0.044, 0.020, 0.007], [-0.005, -0.015, 0.019], [-0.020, -0.030, -0.007], [-0.001, -0.016, -0.006], [0.007, -0.130, 0.083], [0.051, -0.003, 0.068], [-0.002, -0.001, -0.005], [0.643, -0.551, 0.864], [0.013, -0.023, -0.004], [0.000, -0.011, 0.002], [0.003, 0.002, 0.011], [-0.011, -0.026, -0.008], [0.016, -0.025, 0.014], [0.059, -0.050, 0.037], [-0.019, 0.031, 0.043], [-0.232, -0.011, 0.017], [0.020, -0.005, -0.045], [0.001, 0.037, -0.022], [0.023, 0.008, -0.012], [-0.018, 0.037, 0.022], [0.218, -0.253, -0.052], [-0.004, -0.001, -0.003], [-0.015, 0.011, 0.017], [-0.019, -0.025, -0.040], [0.003, 0.011, 0.017], [-0.021, 0.008, 0.008], [0.003, -0.049, -0.036], [0.004, -0.014, -0.005], [-0.018, -0.014, -0.014], [-0.350, -0.712, -0.857], [0.013, 0.011, 0.006], [0.010, -0.011, 0.003], [-0.099, 0.111, 0.098], [-0.001, 0.003, 0.002], [-0.022, -0.025, 0.028], [-0.010, 0.003, 0.002], [-1.176, 1.113, 0.702], [-0.010, -0.068, 0.060], [-0.002, -0.002, 0.007], [-0.068, 0.125, -0.270], [0.096, 0.226, 0.068], [0.007, -0.007, 0.003], [-0.030, 0.024, 0.039], [0.026, 0.028, 0.057], [-0.062, -0.147, -0.156], [-0.001, 0.004, 0.002], [0.006, 0.000, 0.023], [0.020, -0.020, -0.032], [-0.003, -0.002, 0.001], [-0.143, -0.146, -0.149], [0.008, 0.012, 0.001], [-0.001, 0.007, 0.004], [0.037, 0.036, 0.011], [0.013, 0.010, -0.089], [-0.024, 0.017, 0.032], [-0.049, -0.020, 0.001], [0.074, -0.026, 0.071], [-0.054, -0.035, -0.084], [0.099, -0.049, 0.170], [0.001, -0.002, 0.000], [0.000, 0.018, 0.007], [0.014, -0.015, -0.096], [-0.001, 0.000, -0.003], [-0.008, 0.022, -0.056], [0.024, -0.019, -0.020], [-0.009, -0.052, -0.010], [-0.035, 0.022, 0.013], [-0.016, -0.017, 0.024], [-0.257, 0.015, 0.198], [-0.028, -0.008, -0.007], [0.009, 0.004, 0.000], [0.118, 0.075, -0.010], [-0.046, -0.031, -0.070], [0.013, 0.025, 0.042], [0.008, 0.070, 0.080], [0.015, -0.015, -0.004], [0.035, 0.049, 0.029], [-0.006, -0.136, 0.017], [0.006, 0.010, 0.010], [-0.002, 0.008, -0.015], [0.062, -0.006, 0.114], [0.701, 0.743, -0.481], [0.030, -0.043, -0.009], [0.183, -0.144, -0.653], [0.015, 0.002, 0.013], [-0.001, 0.003, 0.000]]}